{"formula": "C12H15BrF6O9", "method": "the ωB97M-V functional and the def2-TZVPD basis", "elements": ["H", "H", "H", "H", "F", "C", "H", "O", "O", "O", "O", "F", "H", "O", "H", "Br", "F", "C", "H", "C", "C", "H", "F", "F", "H", "C", "F", "H", "H", "C", "O", "C", "H", "C", "O", "C", "C", "C", "O", "H", "C", "H", "O"], "coordinates": [[0.461, 0.605, -3.647], [-5.134, 2.631, 1.551], [-6.184, 3.395, 0.365], [5.214, -1.140, 3.716], [0.807, 1.283, 1.496], [2.531, 0.383, 2.855], [-6.292, 0.426, 1.134], [-1.100, -0.970, -2.975], [-5.453, 1.032, -0.672], [3.691, -3.325, -2.916], [4.001, -1.257, -2.037], [2.833, 1.517, 0.792], [2.914, 0.369, -1.280], [2.043, 0.825, 3.853], [3.305, -2.701, 4.099], [3.198, 1.316, -4.096], [-2.086, 0.364, -1.336], [1.994, 0.693, 1.443], [2.079, -1.254, -1.483], [-6.123, 2.588, 1.096], [3.456, -1.831, 4.738], [0.857, -0.666, -4.808], [-3.773, -0.648, -2.249], [1.868, -0.427, 0.713], [4.385, 0.125, 4.611], [-4.217, 0.698, -0.348], [-3.524, 1.485, -2.493], [-7.357, 1.224, -0.013], [3.996, -2.137, 5.632], [4.234, -0.764, 4.000], [0.287, -1.290, -2.904], [2.405, -0.310, -3.371], [-1.381, -0.958, -2.052], [2.763, -0.510, -1.887], [3.594, -0.396, 2.758], [3.619, -2.159, -2.983], [-6.364, 1.253, 0.428], [0.939, -0.370, -3.760], [3.069, -1.415, -3.998], [2.473, -1.469, 5.037], [-3.393, 0.476, -1.633], [-6.867, 2.756, 1.874], [-3.767, 0.552, 0.750]], "forces_ev_per_angstrom": [[0.1287, 0.0242, 0.0965], [-0.0266, -0.0689, 0.0719], [-0.1199, -0.0011, 0.0095], [-0.0416, 0.0376, -0.2094], [0.0510, -0.0413, 0.1033], [0.1227, -0.0146, 0.2161], [0.1977, -0.0180, -0.0304], [0.1169, -0.6481, -1.0144], [0.0075, -0.0174, -0.1155], [0.4439, -0.9077, -0.4075], [-0.2661, -0.1072, 0.8646], [0.0548, -0.0695, 0.0710], [-0.0169, 0.0511, -0.1524], [-0.0470, 0.0476, -0.1264], [0.1110, -0.0386, 0.0270], [-0.0712, 0.0722, 0.0291], [-0.8448, 0.8291, 1.0048], [-0.2458, 0.0492, -0.1637], [-0.4081, 0.6009, 0.3434], [0.2972, 0.0926, -0.1208], [-0.2947, -0.0013, -0.1544], [0.0704, -0.0588, 0.0192], [-0.0364, -0.0280, 0.1263], [-0.0416, 0.0961, 0.3706], [-0.1735, 0.0789, -0.0616], [-0.1488, 0.0067, 0.1945], [-0.0318, 0.0166, 0.1020], [0.0834, -0.0396, -0.1960], [0.0467, 0.0011, -0.0205], [0.2688, -0.1745, 0.3960], [0.1981, -0.1935, 0.1295], [0.3491, -0.2145, -0.4598], [0.6614, -0.3367, -0.2326], [0.6292, -0.8679, -0.9760], [0.0128, 0.0078, -0.1282], [0.3833, 1.4573, 0.0018], [-0.3674, 0.1010, 0.3321], [-0.3815, 0.5906, 0.1250], [-0.8260, -0.5137, 0.2363], [0.0411, 0.0651, 0.0670], [0.0692, 0.2065, -0.2267], [-0.0391, -0.0198, -0.0243], [0.0839, -0.0515, -0.1166]], "lowdin_charge": [0.121, 0.077, 0.085, 0.126, 0.182, -0.403, 0.127, -0.024, 0.039, 0.224, 0.046, 0.160, 0.113, 0.175, 0.085, 0.814, 0.128, -0.530, 0.129, -0.060, -0.060, 0.140, 0.182, 0.151, 0.127, -0.400, 0.187, 0.125, 0.084, -0.188, -0.123, -0.740, 0.070, -0.111, 0.038, -0.558, -0.188, -0.192, 0.026, 0.076, -0.521, 0.084, 0.176], "e_lumo_ev": 0.57, "e_homo_ev": -10.0552, "gap_ha": 0.3904, "e_tot_ev": -117459.106, "smiles": "O=C1OC[C@](Br)(COO)O1.CCOC(=O)C(F)(F)F.CCOC(=O)C(F)(F)F", "molar_mass_g_mol": 497.13, "charge": 0}